Density functional theory data (wB97M-V/def2-TZVPD) for a cluster of 11 separate species, C54H129N7O4 in total at a distorted geometry.

Structure (XYZ):
```
194
Properties=species:S:1:pos:R:3:forces:R:3:mulliken_charge:R:1
C 4.69047 -1.25787 -1.67937 -0.17 -0.91 -0.80 -1.38
C 5.70431 -0.30495 -1.10919 0.19 0.41 0.57 1.15
N 7.07529 -0.76671 -1.30750 -0.02 0.13 -0.18 0.30
C 7.50808 -0.48639 -2.67147 0.03 0.19 -0.19 -0.12
C 8.78623 -1.21095 -3.05092 0.03 0.11 0.12 -1.52
C 8.00581 -0.23429 -0.30729 -0.45 0.06 0.23 -0.74
C 8.17918 1.29317 -0.33210 0.73 -0.44 -0.09 -0.81
H 4.95320 -2.30109 -1.48320 0.07 0.14 0.37 0.35
H 4.66574 -1.21766 -2.77292 -0.07 0.24 0.03 0.29
H 3.67032 -1.10005 -1.33928 0.02 0.19 0.13 0.12
H 5.54330 0.70326 -1.52932 0.04 -0.08 -0.09 -0.67
H 5.54838 -0.16908 -0.03120 -0.01 -0.22 -0.03 -0.21
H 6.72269 -0.77774 -3.37029 -0.09 -0.17 0.16 0.44
H 7.62747 0.59962 -2.82902 0.04 -0.03 -0.02 0.12
H 9.65702 -0.76819 -2.56528 0.04 -0.03 -0.04 0.30
H 8.72124 -2.25416 -2.74240 0.02 -0.05 -0.10 0.32
H 8.93795 -1.15200 -4.12835 0.06 -0.06 0.00 0.46
H 8.97021 -0.72094 -0.44661 0.04 0.01 0.01 0.43
H 7.63311 -0.57065 0.66490 0.03 0.08 0.00 0.34
H 7.22865 1.81266 -0.41583 0.02 0.11 -0.08 0.17
H 8.84567 1.52922 -1.16529 -0.33 0.34 -0.14 0.27
H 8.70915 1.66410 0.54745 -0.17 -0.15 0.15 0.45
C 5.36698 -5.11317 0.14835 0.47 -0.02 -0.75 -1.40
C 4.56109 -6.41039 0.23086 0.99 0.08 0.29 -0.34
N 3.16105 -6.25511 -0.10349 -0.02 -0.20 0.19 0.15
C 2.49830 -5.52600 0.96342 -0.23 0.19 0.79 -0.28
C 1.09673 -5.04210 0.64112 -0.26 0.08 -1.15 -1.24
C 2.52176 -7.56345 -0.24744 -0.38 0.12 0.19 -0.09
C 2.99091 -8.37065 -1.43007 0.06 -0.31 -0.73 -1.40
H 6.41850 -5.33965 -0.05924 -0.02 -0.13 0.44 0.48
H 5.31934 -4.50411 1.04809 -0.07 0.05 0.00 0.31
H 5.10483 -4.51006 -0.72679 -0.44 -0.03 0.20 0.24
H 5.02552 -7.15993 -0.40869 -0.18 0.17 -0.32 0.41
H 4.73729 -6.82178 1.24661 -0.45 0.01 0.00 0.27
H 2.52579 -6.10828 1.90764 -0.27 -0.20 -0.19 0.22
H 3.05845 -4.63529 1.26014 0.26 -0.02 -0.52 0.01
H 0.78936 -4.30023 1.37409 -0.25 -0.08 -0.01 0.35
H 1.09652 -4.58007 -0.35709 0.34 0.42 0.26 0.25
H 0.30572 -5.77830 0.47411 0.19 -0.32 0.77 0.54
H 1.45731 -7.39212 -0.42181 0.01 0.09 0.16 0.00
H 2.58286 -8.11248 0.70936 0.13 -0.15 -0.14 0.34
H 2.38047 -9.26664 -1.56484 -0.09 0.04 0.21 0.42
H 4.02169 -8.72370 -1.42246 0.06 0.17 0.25 0.41
H 2.85324 -7.78290 -2.34201 0.11 0.05 0.04 0.29
C 5.29356 3.58376 -2.51845 -0.76 0.21 -0.09 -0.79
C 5.29529 4.84125 -1.65191 0.33 0.14 -1.04 -0.69
N 4.50588 4.71864 -0.43896 0.59 -0.09 0.32 0.70
C 4.45526 6.00374 0.24477 -0.20 0.71 0.30 -0.49
C 3.36156 6.90673 -0.31131 -0.56 -0.39 -0.54 -1.28
C 5.10186 3.69019 0.41603 -0.09 0.00 0.65 0.42
C 4.26027 3.32219 1.63638 -0.35 -0.25 -0.40 -1.26
H 5.90325 2.78180 -2.11283 0.27 0.04 -0.20 0.06
H 5.58593 3.85111 -3.53417 0.37 -0.18 0.07 0.51
H 4.27338 3.19381 -2.61174 0.02 0.04 0.13 -0.05
H 6.35062 5.15226 -1.50370 -0.10 -0.25 0.59 0.37
H 4.93167 5.67004 -2.26747 -0.46 -0.10 0.19 0.40
H 4.24581 5.87052 1.30576 -0.13 -0.27 -0.07 0.31
H 5.42618 6.52964 0.24680 0.05 -0.16 -0.26 0.36
H 3.15203 7.76777 0.32092 0.18 0.05 0.00 0.42
H 3.52655 7.24243 -1.33839 0.37 0.16 0.15 0.32
H 2.44010 6.32063 -0.40088 0.03 0.03 0.30 0.24
H 6.10621 4.00129 0.75382 0.07 -0.12 -0.18 0.38
H 5.17999 2.76575 -0.15396 0.25 0.10 -0.16 -0.90
H 4.73522 2.53328 2.22187 0.21 0.08 -0.05 0.33
H 3.32200 2.89635 1.26369 -0.11 0.21 0.20 0.13
H 4.04989 4.15312 2.30499 -0.04 0.01 0.00 0.49
C 2.30851 1.23394 -1.18528 0.27 0.96 0.84 -0.71
C 1.53910 0.51645 -0.08405 0.29 0.08 -0.31 1.51
N 0.10299 0.70623 -0.16860 -0.02 0.58 -0.31 0.80
C -0.64826 -0.19099 0.67995 -0.21 -0.25 0.90 -0.46
C -0.61185 -1.62765 0.19981 0.29 0.06 0.04 -1.24
C -0.30167 2.09925 0.06355 -0.90 -0.31 0.28 -0.47
C -0.15603 2.60106 1.51241 0.65 -0.58 -0.53 -1.02
H 2.11345 0.77843 -2.15161 0.11 0.18 -0.16 0.42
H 3.37168 1.24267 -0.92919 0.06 -0.58 -0.28 -0.53
H 2.13384 2.31651 -1.17745 -0.46 -0.16 -0.35 0.28
H 1.78370 -0.53425 -0.24624 -0.21 -0.08 0.43 -0.77
H 1.92258 0.82519 0.90356 0.11 -0.18 -0.03 -0.34
H -1.67186 0.16934 0.83138 -0.03 0.05 -0.56 0.67
H -0.27755 -0.17506 1.72674 0.24 -0.07 -0.15 0.03
H -1.05163 -1.77721 -0.78690 -0.07 0.19 -0.02 0.17
H -1.10958 -2.29009 0.90743 0.05 -0.03 0.02 0.35
H 0.44399 -1.89610 0.14415 -0.14 -0.46 -0.05 0.13
H 0.19164 2.77310 -0.63298 0.16 -0.07 0.01 0.49
H -1.36658 2.10124 -0.20020 0.05 0.30 -0.06 -0.06
H -0.83066 2.07188 2.18223 -0.22 0.25 0.03 0.14
H 0.85444 2.34961 1.84907 0.01 0.34 0.15 0.05
H -0.29209 3.67902 1.55161 -0.11 0.02 0.19 0.48
C -5.47114 -3.85616 -0.91768 0.35 1.05 -0.06 -0.71
C -4.86379 -4.77285 0.11506 0.21 -0.25 0.54 -0.28
N -5.41565 -4.61837 1.46396 -0.65 -0.50 -0.10 0.10
C -4.96014 -5.67102 2.34090 0.18 -0.34 0.57 -0.34
C -5.81577 -5.81800 3.59548 0.23 0.44 0.07 -1.34
C -5.37403 -3.28815 2.02989 0.00 0.76 -0.79 -1.07
C -3.97710 -2.73040 2.29592 0.37 -0.08 -0.19 -0.52
H -6.55145 -3.96743 -1.00111 0.02 -0.28 -0.13 0.26
H -4.96402 -3.95931 -1.87853 -0.23 -0.45 -0.05 0.44
H -5.31198 -2.79360 -0.68847 0.03 -0.12 0.22 -0.29
H -5.05816 -5.80676 -0.17956 -0.04 0.02 0.00 0.43
H -3.76352 -4.70548 0.15187 -0.04 0.25 -0.29 0.18
H -5.00882 -6.63268 1.82411 -0.01 0.16 -0.28 0.43
H -3.89847 -5.55649 2.63164 -0.04 0.06 -0.03 0.24
H -6.84043 -6.03961 3.30160 -0.05 -0.08 0.16 0.32
H -5.41545 -6.58473 4.25947 -0.10 -0.21 -0.17 0.42
H -5.81194 -4.90227 4.19065 -0.10 0.03 -0.07 0.30
H -6.02839 -3.17143 2.89315 0.14 -0.44 0.20 0.37
H -5.84354 -2.63333 1.28826 0.01 0.01 0.09 0.38
H -3.43429 -2.60323 1.35324 -0.10 0.00 -0.02 -0.09
H -3.36346 -3.40677 2.89449 -0.09 0.10 0.20 0.29
H -4.00944 -1.74834 2.77121 -0.06 -0.07 0.12 0.50
C -3.23503 3.13769 3.88551 -0.52 0.51 -0.68 -1.04
C -3.20610 4.64365 3.66660 -0.23 0.70 0.15 -0.28
N -3.46949 5.40906 4.87671 0.18 0.32 0.33 0.02
C -2.56106 5.10865 5.95732 0.94 -0.14 0.47 -0.80
C -1.05772 5.36012 5.68792 -0.62 -0.13 -0.01 -0.82
C -3.56959 6.84134 4.57268 -1.00 -0.69 -0.54 -0.37
C -3.85999 7.71162 5.77589 0.24 0.26 -0.01 -1.41
H -3.34549 2.69508 2.89130 0.42 -0.31 0.13 -0.02
H -4.14168 2.85541 4.42243 0.13 0.05 0.25 0.38
H -2.34641 2.78621 4.40119 0.01 -0.23 -0.07 0.35
H -2.26499 4.98402 3.19419 0.07 -0.32 0.03 0.31
H -3.98463 4.96916 2.96677 -0.04 -0.35 -0.04 0.29
H -2.80803 5.68310 6.85201 -0.33 0.06 -0.16 0.43
H -2.68405 4.06665 6.26176 -0.08 -0.03 -0.13 0.39
H -0.50778 5.12977 6.59994 0.15 0.02 -0.07 0.42
H -0.69828 4.72442 4.87810 0.16 0.03 0.01 0.09
H -0.88834 6.40428 5.42305 0.12 0.00 -0.01 0.25
H -4.44507 6.88686 3.90961 0.15 0.22 -0.03 0.40
H -2.73148 7.21450 3.96161 0.18 0.03 0.29 0.34
H -4.62960 7.28326 6.41711 0.02 -0.17 -0.05 0.34
H -4.23733 8.67478 5.42997 0.12 0.06 0.04 0.43
H -2.96381 7.88783 6.37363 -0.07 0.06 0.06 0.30
C -4.23937 0.45739 -1.19361 0.83 0.32 -0.60 -0.22
C -4.75992 -0.07260 -2.52932 -0.20 -0.28 0.81 -0.37
N -6.07025 0.44399 -2.90876 -0.05 0.35 -0.56 0.11
C -6.37700 -0.07342 -4.25163 0.66 -0.15 -0.05 -0.30
C -6.67699 -1.55921 -4.27373 -0.50 -0.13 0.04 -1.31
C -6.08042 1.90646 -2.97473 0.36 0.34 0.48 0.46
C -7.46539 2.50315 -3.10743 -0.70 0.18 -0.13 -1.54
H -3.29399 -0.04278 -0.95664 -0.16 -0.17 0.04 -0.06
H -4.91257 0.35874 -0.34680 -0.20 -0.10 -0.11 0.26
H -3.95224 1.50393 -1.32671 -0.14 0.05 0.31 -0.03
H -4.01080 0.12455 -3.31698 0.00 0.03 0.04 0.29
H -4.85943 -1.15438 -2.42458 0.05 -0.03 -0.21 0.03
H -7.20250 0.47865 -4.69329 -0.14 -0.01 0.21 0.37
H -5.49849 0.11824 -4.89718 -0.15 0.09 -0.09 0.32
H -7.37315 -1.78549 -3.46263 -0.01 -0.12 -0.06 0.30
H -7.15587 -1.81914 -5.21965 -0.01 -0.02 0.03 0.45
H -5.81163 -2.21238 -4.17398 0.14 0.16 0.09 0.24
H -5.36689 2.28432 -3.73232 -0.29 -0.09 -0.23 0.24
H -5.68174 2.31854 -2.04522 0.00 -0.28 0.05 -0.57
H -8.15909 2.06437 -2.38437 0.21 -0.17 0.05 0.33
H -7.94036 2.38001 -4.08334 0.22 -0.04 -0.04 0.42
H -7.47013 3.57345 -2.88977 0.25 0.00 -0.10 0.44
C -1.27078 -4.38439 -3.55969 0.23 -0.36 -0.55 -0.84
C -1.55490 -5.61127 -2.71895 -0.72 -0.20 0.04 0.82
C -0.64142 -6.80562 -2.83390 0.80 0.76 -0.19 -1.10
O -2.58289 -5.67417 -2.08139 0.24 0.11 0.17 -0.53
H -2.15017 -4.22747 -4.18580 -0.10 0.30 0.24 0.36
H -0.43972 -4.53058 -4.25206 0.11 0.00 0.21 0.38
H -1.06697 -3.51493 -2.93902 -0.16 0.05 0.06 0.01
H 0.33019 -6.46091 -3.19666 0.00 -0.23 -0.12 0.31
H -1.08612 -7.45813 -3.58579 0.08 -0.23 0.13 0.39
H -0.46064 -7.30780 -1.88825 -0.45 -0.17 0.04 0.24
C -1.07685 1.69809 -3.40486 0.76 -0.95 0.48 0.66
C -0.62865 2.34770 -4.68518 -0.37 0.56 0.20 0.40
C 0.79413 2.86015 -4.74245 -0.09 0.58 -0.19 -1.00
O -1.40725 2.56437 -5.58294 0.03 -0.19 -0.16 -0.60
H -1.06346 0.60385 -3.49471 -0.27 0.07 -0.37 0.25
H -2.07181 1.99177 -3.08287 -0.04 0.15 -0.15 -0.09
H -0.33835 1.82434 -2.61189 -0.21 0.39 0.08 -0.53
H 1.06863 3.30841 -3.78596 0.16 -0.33 0.09 0.27
H 0.83500 3.66965 -5.47232 -0.01 -0.20 -0.18 0.38
H 1.51020 2.09426 -5.03806 0.01 -0.11 0.19 0.27
C -6.28361 2.71803 0.72424 -0.22 0.01 0.58 -0.83
C -5.67708 4.00658 0.23187 -0.20 0.26 0.03 0.85
C -4.17864 4.04165 0.07902 0.24 -0.28 -0.51 -0.67
O -6.36603 4.95203 -0.06956 0.03 0.06 0.02 -0.63
H -7.23048 2.92375 1.22210 -0.03 0.10 -0.11 0.44
H -5.62320 2.23435 1.44626 0.01 -0.14 -0.14 0.17
H -6.49050 2.03193 -0.09674 0.14 0.00 -0.07 0.09
H -3.69314 4.95672 0.41039 -0.29 0.09 0.24 0.53
H -3.99245 4.00120 -1.00152 0.08 -0.14 0.06 0.41
H -3.72919 3.16662 0.54471 0.21 0.08 -0.02 -0.24
C 2.47556 -1.97707 2.47792 0.13 -0.02 0.01 -0.28
C 3.59876 -1.69582 3.45178 -0.28 0.09 -0.43 0.31
C 4.33563 -0.39692 3.26471 0.38 0.66 0.96 -0.53
O 3.88772 -2.47684 4.32082 0.11 -0.13 0.21 -0.60
H 2.86843 -1.98772 1.45580 0.00 -0.05 0.04 0.06
H 1.72424 -1.18547 2.51003 0.01 0.00 0.06 0.27
H 2.02722 -2.93640 2.72113 -0.05 0.00 -0.04 0.32
H 5.01378 -0.41364 2.41119 -0.23 -0.02 -0.20 -0.16
H 4.93642 -0.18543 4.15345 0.13 -0.35 -0.08 0.45
H 3.66567 0.46591 3.22099 -0.18 -0.20 -0.54 0.22
```
Forces are in eV/Å.

Properties
Energy relative to the best compared isomer or geometry (same formula, charge and spin) (kJ/mol): 44.8
Structure (SMILES): CCN(CC)CC.CCN(CC)CC.CCN(CC)CC.CCN(CC)CC.CCN(CC)CC.CCN(CC)CC.CCN(CC)CC.CC(C)=O.CC(C)=O.CC(C)=O.CC(C)=O
Total energy (a.u.): -2818.99168
Molecular weight (g/mol): 940.7
HOMO (eV): -7.946
LUMO energy (eV): 0.334
Total charge: 0